A cluster of 8 separate species, C37H72F9O21 in total, computed with the ωB97M-V functional and the def2-TZVPD basis.

Calculated values
- Energy above the lowest of the compared OMol25 structures with the same formula, charge and spin: 284.0 kJ/mol
- LUMO level: 2.42 eV
- HOMO-LUMO gap: 7.64 eV
- Charge: -1
- F_max: 5.7 eV/A

Atoms and positions in Å:
1 O 0.825 -1.036 0.667
2 C 1.991 -1.094 0.056
3 O 1.881 -1.638 -1.046
4 O 3.067 -0.601 0.435
5 H 0.557 -1.288 -0.220
6 C 6.467 0.260 1.532
7 O 7.031 0.292 0.296
8 C 7.283 1.589 -0.235
9 C 7.759 1.465 -1.680
10 O 6.746 0.931 -2.551
11 C 5.745 1.870 -2.921
12 C 4.751 1.280 -3.973
13 O 4.237 0.039 -3.605
14 C 3.432 -0.590 -4.619
15 H 6.481 -0.719 2.010
16 H 5.409 0.524 1.530
17 H 7.016 0.828 2.283
18 H 8.045 1.993 0.432
19 H 6.423 2.252 -0.328
20 H 8.703 0.921 -1.696
21 H 8.155 2.432 -1.989
22 H 6.323 2.711 -3.303
23 H 5.204 2.212 -2.039
24 H 5.209 1.165 -4.955
25 H 3.987 2.043 -4.126
26 H 2.628 0.066 -4.952
27 H 2.971 -1.481 -4.192
28 H 3.953 -0.981 -5.494
29 C 0.425 -7.472 0.840
30 O -0.246 -7.052 2.044
31 C 0.028 -5.775 2.643
32 C -0.350 -4.490 1.842
33 O -1.760 -4.149 1.831
34 C -2.009 -2.833 1.340
35 C -3.417 -2.484 1.576
36 O -3.635 -2.162 2.943
37 C -3.826 -3.261 3.852
38 H 0.404 -8.555 0.714
39 H 1.458 -7.125 0.808
40 H -0.018 -7.069 -0.071
41 H 1.046 -5.754 3.033
42 H -0.577 -5.703 3.547
43 H -0.024 -4.604 0.809
44 H 0.264 -3.707 2.288
45 H -1.731 -2.726 0.291
46 H -1.361 -2.117 1.845
47 H -4.071 -3.286 1.233
48 H -3.710 -1.656 0.930
49 H -2.968 -3.933 3.817
50 H -4.795 -3.728 3.674
51 H -3.817 -2.797 4.839
52 C -6.962 -0.962 -5.528
53 O -5.598 -1.354 -5.481
54 C -4.683 -0.352 -4.942
55 C -3.305 -0.875 -4.949
56 O -3.262 -1.987 -4.049
57 C -2.110 -2.814 -4.286
58 C -0.845 -2.051 -3.763
59 O 0.288 -2.224 -4.608
60 C 0.806 -3.595 -4.529
61 H -7.245 -0.851 -4.481
62 H -7.531 -1.780 -5.970
63 H -7.186 -0.001 -5.992
64 H -5.054 -0.125 -3.943
65 H -4.752 0.523 -5.589
66 H -2.702 -0.099 -4.478
67 H -2.946 -1.064 -5.960
68 H -2.178 -3.103 -5.334
69 H -2.372 -3.658 -3.647
70 H -0.574 -2.340 -2.748
71 H -1.025 -0.985 -3.626
72 H 0.073 -4.390 -4.664
73 H 1.301 -3.738 -3.568
74 H 1.528 -3.748 -5.331
75 C -4.403 5.150 1.649
76 O -3.386 5.434 2.631
77 C -2.516 6.450 2.200
78 C -1.427 6.679 3.201
79 O -0.380 5.755 3.079
80 C -0.632 4.439 3.480
81 C 0.595 3.682 3.125
82 O 0.542 2.314 3.359
83 C 1.711 1.562 2.858
84 H -5.231 4.569 2.056
85 H -4.009 4.424 0.938
86 H -4.746 6.034 1.112
87 H -3.077 7.378 2.093
88 H -2.076 6.159 1.247
89 H -1.846 6.611 4.205
90 H -1.008 7.686 3.208
91 H -1.512 3.969 3.042
92 H -0.829 4.492 4.550
93 H 1.397 4.137 3.707
94 H 0.800 3.956 2.090
95 H 1.792 1.609 1.772
96 H 1.721 0.492 3.068
97 H 2.602 1.959 3.346
98 C 4.211 -0.615 4.658
99 C 3.424 -1.821 4.035
100 O 2.026 -1.777 4.408
101 C 1.374 -2.792 4.993
102 O 1.886 -3.826 5.407
103 C -0.094 -2.478 5.283
104 F -0.185 -2.252 6.610
105 F -0.574 -1.414 4.628
106 F -0.879 -3.511 4.994
107 H 4.128 -0.666 5.743
108 H 4.035 0.360 4.203
109 H 5.248 -0.840 4.411
110 H 3.880 -2.694 4.502
111 H 3.431 -1.888 2.947
112 C 0.953 1.409 -2.916
113 C -0.006 1.792 -1.771
114 O -1.176 2.383 -2.330
115 C -1.168 3.797 -2.557
116 O -0.269 4.552 -2.175
117 C -2.436 4.255 -3.250
118 F -3.161 4.946 -2.360
119 F -2.080 5.059 -4.259
120 F -3.191 3.234 -3.645
121 H 1.821 0.929 -2.465
122 H 1.429 2.324 -3.269
123 H 0.492 0.764 -3.663
124 H 0.540 2.404 -1.054
125 H -0.299 0.853 -1.300
126 C -2.469 0.923 3.041
127 C -1.586 1.040 1.796
128 O -2.132 0.522 0.628
129 C -3.295 1.036 0.012
130 O -3.916 2.031 0.417
131 C -3.711 0.181 -1.208
132 F -3.946 0.990 -2.212
133 F -2.778 -0.686 -1.594
134 F -4.879 -0.413 -0.973
135 H -2.627 -0.128 3.284
136 H -3.408 1.463 2.921
137 H -2.004 1.409 3.899
138 H -0.575 0.675 1.975
139 H -1.375 2.101 1.667

Löwdin atomic charge list, values in e, 99 entries: 0.06 -0.92 -0.03 -0.03 0.05 -0.16 -0.15 -0.19 -0.19 -0.12 -0.16 -0.21 -0.16 -0.08 0.08 0.08 0.08 0.12 0.11 0.12 0.11 0.12 0.12 0.11 0.11 0.08 0.08 0.08 -0.10 -0.19 -0.17 -0.15 -0.13 -0.20 -0.19 -0.20 -0.07 0.08 0.08 0.07 0.12 0.11 0.12 0.11 0.13 0.12 0.13 0.10 0.06 0.09 0.09 -0.12 -0.20 -0.18 -0.20 -0.16 -0.14 -0.19 -0.20 -0.08 0.08 0.08 0.08 0.11 0.13 0.11 0.14 0.12 0.12 0.11 0.09 0.08 0.09 0.08 -0.08 -0.19 -0.23 -0.20 -0.13 -0.21 -0.24 -0.19 -0.04 0.09 0.06 0.08 0.12 0.14 0.13 0.13 0.11 0.13 0.13 0.13 0.08 0.07 0.08 -0.04 -0.15